[1]
{
  "formula": "C9H26BiN2O7",
  "method": "wB97M-V/def2-TZVPD",
  "elements": ["O", "H", "Bi", "N", "N", "O", "O", "C", "C", "C", "C", "H", "H", "H", "H", "H", "H", "H", "H", "O", "H", "H", "C", "H", "H", "H", "O", "H", "H", "C", "O", "C", "C", "O", "C", "H", "H", "H", "H", "H", "H", "H", "H", "H", "H"],
  "coordinates": [[0.94690, 0.21081, -3.81167], [0.92926, -0.47859, -4.50477], [0.53920, -0.48757, -0.24820], [0.07745, 1.42964, 1.00613], [-0.49826, 1.29438, -1.35656], [0.71952, 1.44184, 2.34349], [-1.15074, 1.07964, -2.60630], [-0.11781, 2.64345, 0.44024], [-0.48398, 2.56338, -0.90092], [-0.00486, 3.87544, 1.24154], [-0.86314, 3.71795, -1.74064], [0.71782, 3.77753, 2.06247], [-0.97904, 4.15641, 1.67735], [0.32111, 4.71646, 0.61420], [-1.44085, 3.41282, -2.61984], [0.02753, 4.26720, -2.08450], [-1.47259, 4.42540, -1.15985], [-0.00171, 1.77032, 2.92366], [-0.39709, 0.74022, -3.21080], [-1.85857, -0.28308, 0.38273], [-1.43650, 0.50255, 0.86052], [-2.11528, 0.13172, -0.47138], [1.70868, -0.40884, -2.53896], [1.21926, -1.37294, -2.32210], [1.75247, 0.47243, -1.87488], [2.74203, -0.61890, -2.83522], [3.58689, 0.82418, 3.49229], [2.83588, 1.13671, 2.95521], [4.01656, 0.14810, 2.94440], [-0.33859, -1.61909, 3.02543], [0.06343, -1.98870, 1.68979], [-0.08552, -3.39742, 1.40535], [0.07938, -3.66513, -0.08540], [-0.41047, -2.54318, -0.90679], [-1.67560, -2.77172, -1.58664], [0.11091, -2.32052, 3.74617], [-1.43813, -1.64910, 3.10648], [0.02449, -0.60552, 3.22965], [-1.08089, -3.73073, 1.74072], [0.69054, -3.94382, 1.96653], [1.13954, -3.79423, -0.34105], [-0.47549, -4.56887, -0.36926], [-1.66240, -3.78809, -2.00759], [-2.50758, -2.66481, -0.87400], [-1.75377, -2.03771, -2.39703]],
  "forces_ev_per_angstrom": [[1.79, -1.78, 1.88], [0.09, 0.40, 0.42], [-0.21, 1.84, 2.09], [0.88, -0.41, 1.94], [0.63, 0.64, -1.43], [-1.33, 0.45, -0.99], [1.12, -0.15, 0.26], [0.37, -0.32, 0.24], [-0.37, -0.81, -0.15], [0.15, 1.05, 0.15], [-0.53, 0.83, -0.20], [-0.21, -0.03, -0.33], [0.25, -0.08, -0.10], [-0.15, -0.20, 0.19], [0.23, 0.01, 0.29], [-0.19, -0.21, 0.09], [0.18, -0.13, -0.21], [0.66, -0.24, -0.24], [-1.07, 0.46, 0.70], [-0.72, 0.98, 0.27], [-0.80, -0.77, -0.30], [-0.09, -0.38, 0.61], [0.00, 1.15, -4.57], [0.13, 0.59, 0.08], [-0.04, -0.56, -0.47], [-0.20, 0.10, -0.06], [-0.28, -0.17, -0.58], [0.35, -0.16, 0.29], [-0.15, 0.33, 0.27], [-0.12, -0.32, 0.16], [0.12, -0.51, 0.16], [-0.40, 0.37, 0.48], [-0.12, 0.52, -0.62], [-0.46, -2.70, -0.15], [0.13, -0.31, 0.31], [-0.15, 0.27, -0.19], [0.37, -0.04, -0.06], [-0.01, -0.39, -0.23], [0.26, 0.20, 0.00], [-0.33, 0.01, -0.17], [-0.26, 0.05, -0.02], [0.30, 0.15, 0.15], [-0.09, 0.37, 0.04], [0.26, 0.02, -0.29], [0.02, -0.10, 0.30]],
  "lumo_ev": [-3.3, -3.5],
  "multiplicity": 1,
  "total_charge": 1,
  "molar_mass_g_mol": 483.294,
  "e_above_lowest_kj_mol": 95.8
}

=====

[2]
{
  "formula": "C9H26F3N10O7Ti",
  "method": "wB97M-V/def2-TZVPD",
  "elements": ["Ti", "C", "O", "O", "C", "F", "F", "F", "C", "C", "H", "H", "H", "H", "H", "H", "C", "O", "N", "N", "H", "H", "H", "H", "C", "O", "N", "N", "H", "H", "H", "H", "C", "O", "N", "N", "H", "H", "H", "H", "C", "O", "N", "N", "H", "H", "H", "H", "C", "O", "N", "N", "H", "H", "H", "H"],
  "coordinates": [[-0.82012, -0.28021, -0.00161], [1.93713, 0.97156, -1.55584], [2.65098, -0.26213, -1.39858], [0.94288, 1.11247, -0.66580], [2.98110, 2.07392, -1.39005], [3.90647, 1.94608, -2.38247], [2.44169, 3.29420, -1.46186], [3.68373, 2.00418, -0.25258], [2.10790, -1.39132, -2.04097], [3.04286, -2.57515, -1.87690], [2.39459, -3.44929, -1.99511], [3.83650, -2.66698, -2.61861], [3.51267, -2.61847, -0.89546], [1.92020, -1.25276, -3.11056], [1.16267, -1.62239, -1.55677], [1.66191, 0.99150, -2.62904], [3.30841, -0.84416, 2.12232], [3.73755, -0.92189, 3.27552], [4.15975, -0.91202, 1.05684], [2.03691, -0.41984, 1.83552], [3.80540, -0.81305, 0.11718], [5.14281, -0.95890, 1.22949], [1.36588, -0.27471, 2.56202], [1.85661, -0.12481, 0.88227], [-3.55614, 0.83257, 0.46676], [-3.00338, 0.01416, -0.28180], [-4.56265, 0.46315, 1.33339], [-3.35100, 2.18815, 0.46491], [-4.92352, -0.46969, 1.39259], [-5.03324, 1.21203, 1.80824], [-2.60814, 2.47220, -0.16646], [-3.52748, 2.70876, 1.30303], [-0.59435, 2.35262, 2.07119], [-0.54994, 1.11593, 2.22836], [-0.74991, 3.18464, 3.14518], [-0.24611, 2.92108, 0.89371], [-1.18557, 2.79409, 3.96314], [-0.81346, 4.18115, 3.04103], [-0.11122, 3.91582, 0.82553], [0.28022, 2.35953, 0.19525], [-1.63879, -2.34010, 1.91846], [-0.87139, -2.31399, 0.95817], [-1.75257, -1.29578, 2.80527], [-2.42571, -3.38206, 2.33319], [-2.47520, -1.26249, 3.49757], [-1.19355, -0.45915, 2.69548], [-2.95038, -3.35853, 3.18245], [-2.58643, -4.08940, 1.63581], [-1.49086, -0.90619, -3.20026], [-1.28785, -1.60692, -2.20066], [-2.07000, 0.31582, -3.14392], [-0.92371, -1.20885, -4.42474], [-2.07434, 0.96366, -3.91077], [-2.47795, 0.65473, -2.28562], [-1.34178, -0.78542, -5.23693], [-0.68008, -2.17738, -4.55651]],
  "forces_ev_per_angstrom": [[0.70, 0.87, -1.17], [-0.47, -0.56, 0.13], [0.79, 0.61, -0.08], [-0.61, -0.66, 0.09], [1.15, -0.72, -0.30], [-0.32, 0.46, -0.01], [-0.10, 0.12, -0.13], [-0.35, 0.03, 0.24], [0.15, -0.33, 0.22], [-0.32, -0.51, -0.06], [0.29, -0.18, 0.11], [-0.05, 0.37, -0.10], [-0.22, -0.01, 0.08], [-0.06, 0.46, 0.01], [-0.34, -0.18, -0.07], [-0.36, 0.22, 0.10], [0.90, 1.77, 1.26], [-0.50, -0.66, -0.34], [-0.67, -0.54, -0.42], [0.45, -0.86, -0.96], [0.18, 0.25, 0.05], [0.04, -0.08, 0.18], [0.10, 0.11, 0.13], [-0.27, 0.26, 0.31], [-1.01, -0.02, 1.04], [-0.13, 0.06, 0.21], [0.62, 0.46, -0.25], [0.25, -0.84, -0.82], [0.16, -0.13, -0.19], [-0.33, -0.20, 0.06], [0.21, 0.17, 0.37], [0.09, 0.19, -0.03], [2.23, 0.16, -0.37], [-0.77, 0.22, -0.49], [-0.74, -0.15, 0.11], [-0.43, 0.21, 0.22], [0.10, -0.06, 0.01], [0.01, 0.01, -0.15], [-0.07, 0.05, 0.23], [-0.09, -0.32, 0.06], [-0.62, 1.01, 2.60], [-0.63, -0.37, -0.18], [0.45, -0.12, -0.52], [0.69, -0.48, -1.85], [-0.08, -0.14, -0.01], [-0.05, 0.03, -0.02], [-0.08, 0.01, 0.03], [-0.12, -0.23, 0.32], [1.18, 0.50, 0.57], [-0.33, 0.35, -0.19], [-0.61, 0.13, -0.17], [-0.40, -0.25, -0.06], [0.14, -0.19, -0.17], [0.22, -0.34, 0.25], [0.00, -0.01, -0.03], [0.05, 0.00, 0.16]],
  "lumo_ev": [0.0, -0.2],
  "multiplicity": 4,
  "total_charge": 0,
  "molar_mass_g_mol": 491.231,
  "e_above_lowest_kj_mol": 28.4
}

=====

[3]
{
  "formula": "C9H27BF4N7O5Zn",
  "method": "wB97M-V/def2-TZVPD",
  "elements": ["Zn", "B", "F", "F", "F", "F", "C", "O", "N", "N", "H", "H", "H", "H", "C", "O", "N", "N", "H", "H", "H", "H", "C", "O", "N", "N", "H", "H", "H", "H", "C", "O", "C", "C", "N", "C", "C", "O", "C", "H", "H", "H", "H", "H", "H", "H", "H", "H", "H", "H", "H", "H", "H", "H"],
  "coordinates": [[0.21447, -0.13488, 0.10438], [0.17466, -0.49020, -3.26637], [-0.76883, -1.41309, -3.53319], [-0.10799, 0.70178, -3.91705], [0.05049, -0.37958, -1.93985], [1.41881, -1.05454, -3.48836], [-2.17954, 1.56910, -1.09291], [-1.27500, 1.01442, -0.47619], [-3.17467, 2.22386, -0.57706], [-2.33444, 1.34890, -2.34015], [-3.94733, 2.26645, -1.22611], [-3.28641, 2.27009, 0.42568], [-3.09080, 1.79650, -2.83781], [-1.67055, 0.84542, -2.91099], [2.22975, 1.83113, -1.11232], [1.71852, 1.11920, -0.28918], [2.06711, 1.71295, -2.39856], [3.13444, 2.72997, -0.85425], [2.54558, 2.35922, -3.00970], [1.60288, 0.88223, -2.73693], [3.68815, 3.16148, -1.58040], [3.36878, 2.90070, 0.11324], [1.85686, -3.07438, -0.17975], [1.27930, -1.98635, -0.09365], [1.67625, -3.92215, 0.79078], [2.51348, -3.59633, -1.24646], [1.05723, -3.81016, 1.58095], [1.98044, -4.88238, 0.71644], [2.84359, -2.92428, -1.92431], [2.75715, -4.57606, -1.27568], [-0.34774, 3.49216, 1.28056], [0.22709, 2.20334, 1.59144], [0.26947, 1.77399, 3.00293], [0.85657, 0.35729, 3.10798], [0.22776, -0.65912, 2.21902], [-1.19464, -0.92329, 2.52182], [-1.70189, -1.93352, 1.53808], [-1.39499, -1.51117, 0.23982], [-1.96032, -2.27928, -0.82115], [-1.42300, 3.38761, 1.13570], [0.02531, 3.83298, 0.31476], [-0.18071, 4.18431, 2.10586], [-0.73595, 1.75918, 3.42366], [0.91806, 2.52274, 3.45771], [1.05832, 0.06122, 4.13742], [1.87289, 0.52480, 2.75142], [0.63687, -1.48666, 2.62878], [-1.79020, -0.02730, 2.34683], [-1.26180, -1.32032, 3.53471], [-2.78196, -2.02410, 1.65359], [-1.25775, -2.90792, 1.74151], [-2.97823, -2.64037, -0.67428], [-1.41501, -3.21486, -0.94533], [-2.01049, -1.66061, -1.71716]],
  "forces_ev_per_angstrom": [[0.72, -0.10, 0.09], [0.09, -2.02, -1.95], [-1.99, -1.53, -1.79], [0.43, 0.43, -0.30], [0.39, 1.28, 3.35], [1.14, 0.61, -0.70], [1.51, -2.39, 1.12], [0.32, 1.23, 1.85], [-2.25, 2.00, 1.82], [-0.58, -0.36, -5.07], [-0.40, 0.50, 1.03], [-0.23, 0.03, -0.39], [0.34, -0.14, -0.14], [0.09, 0.23, 0.15], [0.91, -0.27, -1.90], [-1.02, -1.69, 2.66], [-1.10, -0.70, -2.57], [2.29, 2.73, 2.44], [-0.43, -0.56, -0.21], [0.45, 0.67, -0.32], [-0.16, -0.11, 0.43], [0.07, 0.12, -0.29], [-1.35, 0.64, -1.46], [1.15, 0.69, -0.69], [-0.08, -3.57, 3.12], [0.13, 1.24, 0.01], [0.06, 0.66, -0.54], [0.22, 0.22, -0.08], [-0.13, -0.42, -0.28], [0.18, 0.48, -0.14], [-0.31, -1.23, 0.70], [0.01, -0.66, 0.87], [-0.61, 0.53, -1.49], [1.13, 1.87, -1.16], [-0.18, 0.75, 1.48], [0.04, 0.50, -0.34], [-0.34, -0.66, 0.07], [-0.81, -0.08, -0.06], [-0.34, -0.47, -0.39], [-0.18, 0.01, 0.21], [0.46, -0.03, 0.28], [0.22, 0.26, -0.21], [-0.14, 0.48, 0.13], [-0.12, -0.33, 0.76], [-0.90, -0.17, 0.24], [0.18, -0.48, -0.45], [0.71, -0.57, -1.06], [0.15, 0.21, 0.46], [-0.53, 0.25, 0.13], [-0.13, -0.14, 0.03], [0.10, -0.37, -0.06], [-0.32, 0.49, 0.83], [0.54, 0.24, -0.36], [0.56, -0.27, 0.15]],
  "lumo_ev": -2.3,
  "multiplicity": 1,
  "total_charge": 1,
  "molar_mass_g_mol": 465.553
}